ORCA calculation (ωB97M-V/def2-TZVPD) on C8H25N2O5Sr as an isolated structure at a distorted geometry.

Each line ends with the Mulliken charge.
CARTESIAN COORDINATES (ANGSTROEM)
Sr: -0.675325 0.838489 -1.083992  1.34
O: -1.709893 0.560434 -3.392266  -0.90
H: -1.987827 -0.104204 -4.052212  0.02
O: -0.693390 3.210022 -1.794336  -0.96
H: -0.241495 3.872728 -1.236535  0.06
O: -3.105810 1.209697 -1.000986  -0.88
H: -3.726322 1.638150 -0.379753  0.02
C: -1.054908 -1.953318 2.179371  -1.32
C: -2.075251 -0.953341 1.638341  0.22
C: -1.739009 0.530583 1.927802  -0.95
O: -0.540366 1.058016 1.297219  0.16
C: -0.053431 2.392395 1.748941  -0.98
N: -2.080688 -1.135619 0.202391  -0.29
H: -1.462181 -2.906151 1.841247  0.43
H: -0.913578 -1.905986 3.259130  0.36
H: -0.087405 -1.884907 1.681995  0.12
H: -3.109236 -1.238387 1.832535  0.47
H: -1.661841 0.544636 3.014969  0.45
H: -2.517846 1.225793 1.614428  0.35
H: -0.756893 3.172183 1.457083  0.31
H: 0.989049 2.654704 1.568534  0.22
H: -0.130040 2.438032 2.835283  0.38
H: -2.558168 -0.406962 -0.308668  -0.02
H: -2.570496 -2.009651 0.074933  0.27
C: 2.970489 0.115485 0.866199  -1.43
C: 2.704053 0.200892 -0.687890  0.60
C: 2.215857 -1.068628 -1.392058  -1.12
O: 0.820751 -1.371796 -1.344052  0.10
C: 0.489673 -2.626095 -1.962349  -0.97
N: 1.826696 1.412674 -0.832250  -0.64
H: 3.755438 -0.622087 1.033388  0.44
H: 2.156200 -0.230901 1.502631  0.13
H: 3.397532 1.055828 1.214739  0.49
H: 3.614356 0.474414 -1.221408  0.32
H: 2.824924 -1.918869 -1.085085  0.40
H: 2.446564 -1.125480 -2.455841  0.53
H: 0.775283 -2.764862 -3.005065  0.35
H: -0.599868 -2.657090 -1.968394  0.19
H: 0.882607 -3.517155 -1.472742  0.35
H: 1.841503 1.687361 -1.804072  0.25
H: 2.340288 2.108972 -0.311204  0.15

Force components x, y, z for each atom (eV/Å):
Sr -2.31 1.27 -3.56
O 0.82 -1.23 -0.23
H 0.23 0.49 0.53
O 1.18 0.14 1.00
H -0.27 -0.22 -0.38
O -0.37 -0.37 1.66
H 0.43 -0.20 -0.47
C -0.51 -0.02 -0.07
C 1.13 1.14 -1.80
C -0.40 0.63 0.92
O 1.40 0.31 1.37
C -1.94 -0.92 1.35
N 1.23 -1.63 -0.43
H 0.18 -0.41 0.53
H -0.14 -0.20 0.09
H -0.04 0.46 -0.06
H -0.03 0.66 1.76
H 0.38 0.55 0.33
H -0.44 -0.41 -0.03
H 0.22 -0.04 -0.81
H -0.25 -0.71 -0.91
H 0.01 -0.43 0.40
H -1.57 1.08 -0.35
H 0.05 -0.05 -0.78
C 0.81 -1.09 -1.21
C -0.84 0.97 1.05
C -0.26 -0.84 -0.91
O 0.74 -0.61 0.40
C -0.79 0.36 0.01
N 1.01 -1.42 -0.04
H 0.22 -0.12 -0.03
H -0.43 0.44 -0.41
H -0.30 0.12 0.06
H 0.59 -0.52 0.33
H -0.02 -0.25 0.94
H 0.27 1.05 -0.43
H 0.40 0.82 -0.25
H 0.08 -0.01 0.20
H 0.19 0.20 0.70
H -0.29 0.54 -0.31
H -0.35 0.50 -0.17

lowest unoccupied orbital energy = 2.441 eV
net charge = -1
calculated total energy = -836.17681 hartree
frontier orbital gap = 5.022 eV
relative energy (zero: lowest compared OMol25 entry of this formula, charge and spin) = 1.835 eV
spin multiplicity = 1

ORCA calculation (ωB97M-V/def2-TZVPD) on C8H25N2O5Ti2 as an isolated structure at a distorted geometry.

Each line ends with the Löwdin spin population.
CARTESIAN COORDINATES (ANGSTROEM)
Ti: -3.934322 -0.853439 -1.510942  2.94
Ti: -1.330822 -1.519599 -0.677432  2.53
O: -2.350032 -2.017609 -2.754482  0.16
H: -1.708622 -1.758079 -3.444232  0.01
O: -2.838432 -0.317139 0.481798  0.16
H: -3.207412 0.221051 1.208948  0.01
O: -1.804002 -3.555579 0.214178  1.03
H: -1.477182 -4.413639 -0.119662  0.03
C: 1.483598 0.928791 3.507558  0.00
C: 0.030088 0.681181 3.323858  0.00
C: -0.996132 1.850171 3.341708  0.00
O: -0.841392 2.340741 4.682298  0.00
C: -1.714942 3.431801 4.835298  0.00
N: -0.033552 0.044731 2.044698  0.01
H: 1.604288 1.555081 4.391468  0.00
H: 1.964558 1.442951 2.675438  0.00
H: 2.091768 0.048931 3.717498  0.00
H: -0.221792 -0.205439 3.905728  0.00
H: -2.011832 1.483181 3.194148  0.00
H: -0.774362 2.506931 2.500528  0.00
H: -1.566382 4.197261 4.073648  0.00
H: -1.616382 3.690321 5.889598  0.00
H: -2.742632 3.088141 4.717648  0.00
H: -1.017112 -0.090859 1.859438  0.00
H: 0.240128 0.675441 1.304838  0.01
C: 2.723438 -2.174729 -3.262062  0.00
C: 1.715528 -1.310859 -2.635832  0.01
C: 0.683698 -0.757029 -3.774962  0.01
O: 1.192248 0.312631 -4.452232  0.00
C: 0.980218 1.596391 -3.834422  0.00
N: 0.943318 -1.929269 -1.573482  0.05
H: 3.352848 -2.748999 -2.582252  0.00
H: 3.362558 -1.692399 -4.001642  0.00
H: 2.218918 -2.934649 -3.858802  0.00
H: 2.180298 -0.439989 -2.173582  0.00
H: -0.173682 -0.551229 -3.134142  0.01
H: 0.378118 -1.610479 -4.380232  0.00
H: 1.357058 1.434701 -2.824502  0.00
H: -0.096612 1.765141 -3.842142  0.00
H: 1.443508 2.439271 -4.347272  0.00
H: 1.612888 -1.959529 -0.817932  0.00
H: 0.898548 -2.894319 -1.868062  0.01

Force components x, y, z for each atom (eV/Å):
Ti 1.27 -0.29 0.13
Ti -0.68 1.20 -0.05
O 0.30 0.77 1.21
H -0.88 -0.10 0.49
O -0.03 -0.26 -0.97
H 0.32 -0.61 -0.81
O 0.06 -0.53 0.05
H -0.04 0.02 -0.03
C 1.02 1.53 1.68
C -0.35 -1.32 -1.42
C 2.07 -1.96 2.10
O -0.50 0.79 -1.82
C -0.47 -0.66 0.94
N -0.89 -0.89 -2.19
H 0.28 0.25 0.05
H -0.23 0.14 -0.19
H -0.46 -0.31 -0.23
H -0.56 0.78 1.21
H -0.17 -0.22 0.03
H 0.24 0.73 0.30
H 0.36 0.41 0.37
H 0.06 0.86 -0.27
H -0.35 -0.07 -0.10
H -0.41 -0.47 -0.45
H 0.32 0.33 -0.19
C 0.87 -1.56 -0.96
C -1.39 2.52 -1.64
C 0.83 -1.06 3.27
O 0.57 1.01 -1.87
C -0.62 -1.52 0.40
N 0.05 -0.91 0.24
H 0.17 0.27 0.30
H 0.00 0.42 0.27
H -0.25 -0.27 -0.04
H 0.05 0.25 -0.20
H -0.46 0.70 -0.23
H 0.33 0.22 -0.67
H -0.11 0.93 0.27
H -0.11 0.22 0.35
H 0.40 -0.59 -0.17
H -0.15 -0.14 0.70
H -0.46 -0.60 0.14

lowest unoccupied orbital energy (alpha / beta) = -0.134 / -3.577 eV
calculated total energy = -2504.11142 hartree
frontier orbital gap (alpha / beta) = 4.220 / 5.889 eV
spin multiplicity = 8

ORCA calculation (ωB97M-V/def2-TZVPD) on C8H26F4N4O12PbS4 as an isolated structure at a distorted geometry.

Each line ends with the Mulliken charge.
CARTESIAN COORDINATES (ANGSTROEM)
Pb: -0.556005 -0.772613 0.401087  2.38
N: 0.187875 1.526107 1.064177  -0.08
S: -0.397395 2.738707 1.726247  0.79
O: -0.460475 3.988877 0.967787  -0.60
O: -0.559045 2.714537 3.155247  -0.63
F: -1.859005 2.187527 1.426567  -0.30
S: 1.789135 2.233657 1.222917  0.87
O: 2.274775 2.411347 2.590727  -0.56
O: 2.239775 3.134887 0.163937  -0.52
F: 2.548925 0.856047 0.805987  -0.28
N: -1.089855 -2.769793 -0.885493  -0.12
S: -0.296255 -4.360683 -0.874263  1.02
O: 1.154145 -4.451663 -1.070823  -0.55
O: -1.056595 -5.539253 -1.287303  -0.55
F: -0.354905 -4.476413 0.749747  -0.29
S: -1.166775 -2.849223 -2.437543  0.87
O: -2.228375 -3.657693 -3.043923  -0.59
O: 0.069435 -2.722563 -3.210853  -0.61
F: -1.750415 -1.351793 -2.682823  -0.29
O: -3.083525 0.031697 0.153617  -0.41
H: -3.946575 -0.183703 0.507137  0.22
H: -3.261285 0.370257 -0.723883  0.20
O: 1.556425 -1.239113 -1.022613  -0.50
H: 2.488375 -1.447043 -0.955743  0.18
H: 1.279485 -1.640463 -1.846293  0.15
C: -1.104985 -1.177273 5.117227  -1.74
C: -0.603135 -1.107333 3.679197  0.78
C: 0.708485 -1.934963 3.536857  -1.02
O: 1.268435 -1.674813 2.216337  0.06
C: 2.516575 -2.298533 2.050277  -0.97
N: -1.575345 -1.447573 2.763847  -0.44
H: -1.751875 -0.384553 5.493017  0.42
H: -0.234705 -1.121743 5.771147  0.43
H: -1.580715 -2.138023 5.314087  0.40
H: -0.305855 -0.068623 3.534977  -0.35
H: 0.511365 -3.006083 3.492747  0.52
H: 1.436215 -1.725923 4.320957  0.38
H: 2.543575 -2.667453 1.024967  0.20
H: 2.517525 -3.198743 2.664857  0.44
H: 3.408945 -1.729133 2.310247  0.23
H: -1.790835 -2.429053 2.865557  0.31
H: -2.452575 -1.063233 3.084557  0.25
C: 0.174735 0.810727 -3.838783  -1.34
C: 0.351615 1.598797 -2.543273  0.01
C: 0.164885 3.168227 -2.755563  -0.84
O: 1.125065 3.625747 -3.713133  -0.37
C: 0.767395 4.945037 -4.299833  -0.86
N: -0.649485 1.062837 -1.607473  0.29
H: -0.819035 0.911027 -4.275203  0.32
H: 0.386945 -0.206433 -3.509443  0.29
H: 0.973405 1.089077 -4.526353  0.40
H: 1.362005 1.495607 -2.147583  0.28
H: 0.142475 3.665177 -1.785693  0.51
H: -0.827935 3.362777 -3.161223  0.40
H: 0.528945 5.705917 -3.556663  0.34
H: -0.156505 4.940527 -4.878193  0.34
H: 1.513215 5.392327 -4.956943  0.30
H: -1.577245 1.367497 -1.865433  0.16
H: -0.493415 1.506567 -0.713693  0.04

Force components x, y, z for each atom (eV/Å):
Pb 0.33 0.02 0.14
N 6.64 0.19 -0.43
S -9.21 4.77 2.60
O 1.57 -1.68 1.34
O 1.91 0.61 -0.29
F -1.74 -0.41 -0.86
S 5.55 -1.84 -1.26
O -1.72 0.04 -2.30
O -1.73 -1.50 1.97
F -0.73 0.47 0.12
N 1.70 -4.33 -0.21
S 2.20 -4.43 3.82
O -2.63 1.47 -0.21
O 0.72 3.03 0.31
F -0.36 0.66 -0.69
S -3.41 2.77 -7.83
O 2.15 1.06 1.78
O -0.73 -0.70 1.88
F -0.10 -0.44 0.83
O 0.15 -0.18 -0.04
H -0.24 -0.12 0.23
H -0.04 0.10 -0.37
O -0.01 0.32 0.30
H 0.32 0.05 0.21
H -0.28 -0.44 -0.75
C 0.82 -0.48 0.85
C 2.99 1.18 2.95
C -0.79 0.20 -1.48
O -0.55 0.97 0.91
C 0.05 -1.37 -0.35
N -2.34 -1.25 -1.96
H -0.20 0.13 -0.67
H 0.02 -0.07 0.20
H -0.11 -0.11 0.02
H 0.12 0.23 -0.27
H -0.27 -0.26 0.58
H -0.09 0.26 -0.05
H 0.30 0.21 -0.06
H 0.20 -0.19 0.09
H -0.31 0.52 -0.04
H 0.21 -0.69 -0.30
H -0.29 0.70 -0.28
C 1.41 0.04 0.78
C -0.79 1.70 -1.21
C -0.25 -1.17 -0.61
O -0.46 1.85 -0.31
C -0.49 -0.56 0.78
N 0.37 0.35 0.86
H 0.09 -0.03 0.03
H -0.40 -0.25 -0.60
H -0.32 0.10 -0.27
H -0.09 -0.40 0.17
H 0.74 0.32 0.14
H -0.43 -0.25 -0.25
H 0.41 -0.19 0.62
H -0.16 -0.81 -0.22
H 0.50 -0.80 0.25
H -0.20 0.00 -0.50
H -0.02 0.61 -0.10

lowest unoccupied orbital energy = -1.285 eV
calculated total energy = -3627.20236 hartree
frontier orbital gap = 8.491 eV
relative energy (zero: lowest compared OMol25 entry of this formula, charge and spin) = 5.148 eV
spin multiplicity = 1

ORCA calculation (ωB97M-V/def2-TZVPD) on C8H26NNaO8 as an isolated structure at a distorted geometry.

Each line ends with the Mulliken charge.
CARTESIAN COORDINATES (ANGSTROEM)
Na: 0.092045 0.176894 -0.541701  0.80
N: 1.888357 -2.781874 -0.123825  1.02
O: 1.480222 -1.812770 -0.683756  -0.61
O: 1.650088 -2.940683 1.068629  -0.76
O: 2.643435 -3.580306 -0.693364  -0.70
C: -2.935553 3.559599 0.388960  -1.45
C: -1.959595 2.779576 -0.463486  0.15
O: -2.147751 1.390908 -0.214695  -0.38
H: -3.936383 3.152202 0.245978  0.43
H: -3.002412 4.611796 0.112378  0.37
H: -2.578694 3.529082 1.418441  0.31
H: -0.954569 3.161318 -0.283791  0.13
H: -2.077171 2.940279 -1.535148  0.26
H: -2.975936 1.247182 0.249042  0.23
C: 1.691290 -0.767241 3.995223  -1.20
C: 1.450442 0.242921 2.805427  -0.12
O: 0.559975 -0.498086 1.980000  -0.32
H: 1.987834 -1.780368 3.723702  0.35
H: 0.800861 -0.810936 4.622387  0.27
H: 2.515943 -0.504062 4.657632  0.39
H: 2.435907 0.391294 2.363899  0.13
H: 1.071417 1.214758 3.121624  0.34
H: 0.915881 -1.350480 1.718541  0.20
C: -3.373531 -3.139968 -0.520662  -1.21
C: -2.012040 -2.515579 -0.132990  -0.13
O: -1.670612 -1.664755 -1.199433  -0.39
H: -4.116981 -2.364542 -0.705361  0.28
H: -3.756695 -3.756623 0.292366  0.39
H: -3.294501 -3.773535 -1.404088  0.32
H: -1.203374 -3.233459 0.004202  0.27
H: -2.155942 -1.925948 0.772398  0.26
H: -1.272361 -2.238771 -1.857834  0.25
C: 1.421102 0.051735 -3.701780  -0.69
O: 0.581100 0.755621 -2.825361  -0.33
H: 2.319332 -0.324851 -3.212434  0.23
H: 0.926842 -0.867915 -4.014905  0.24
H: 1.667618 0.808292 -4.446728  0.35
H: -0.097758 1.262915 -3.276359  0.23
C: 3.187779 1.639830 -0.426531  -0.66
O: 1.879025 2.028856 -0.002287  -0.30
H: 3.205234 0.553264 -0.511233  0.16
H: 3.513119 2.156497 -1.329472  0.28
H: 3.769051 2.000397 0.422125  0.37
H: 1.867959 2.977537 0.144267  0.21

Force components x, y, z for each atom (eV/Å):
Na 0.04 -0.40 0.33
N 3.02 -3.01 0.88
O -2.04 3.98 -2.69
O -0.98 -0.18 2.22
O -0.21 -0.24 -0.52
C 0.23 0.50 -0.35
C -0.72 0.42 -0.34
O 1.19 -0.17 -0.08
H -0.08 -0.06 0.35
H 0.15 0.03 -0.12
H -0.43 -0.19 0.12
H 0.35 -0.70 0.49
H -0.47 0.13 -0.16
H 0.05 0.07 0.02
C 0.27 1.21 0.72
C 1.02 -3.28 1.27
O -1.18 2.36 -0.81
H -0.42 0.09 -0.80
H -0.08 -0.15 -0.09
H 0.08 0.61 0.11
H -0.05 0.22 -0.54
H -0.45 -0.30 -0.14
H 0.76 -0.86 -0.07
C 0.43 -0.38 0.81
C -1.49 -0.56 -0.32
O 0.79 1.01 -0.43
H 0.18 0.12 -0.07
H -0.03 -0.14 0.05
H 0.08 0.05 -0.06
H -0.20 -0.19 0.36
H 0.31 0.10 -0.02
H 0.16 0.17 -0.22
C 0.03 0.01 -0.44
O -0.56 0.29 2.01
H -0.05 0.53 0.41
H -0.08 0.21 -0.76
H 0.40 -0.87 -0.74
H 0.19 -0.24 -0.33
C -0.11 0.77 1.20
O -1.12 -0.30 -0.66
H 0.07 0.17 -0.08
H -0.12 -0.23 -0.19
H 1.03 -0.56 -0.31
H 0.04 -0.04 -0.02

lowest unoccupied orbital energy = -0.227 eV
calculated total energy = -1139.24836 hartree
frontier orbital gap = 7.872 eV
relative energy (zero: lowest compared OMol25 entry of this formula, charge and spin) = 1.022 eV
spin multiplicity = 1